No. 1
The following is a quantum chemistry calculation of C27H27BCrNO3 as an isolated structure at a distorted geometry, from the Open Molecules 2025 dataset.

Structure (XYZ):
```
60
Properties=species:S:1:pos:R:3
H -5.41 3.66 -0.27
H -1.56 2.43 -1.71
C 0.48 1.16 2.83
C -4.78 1.67 0.30
O 5.77 -1.84 -0.64
C 4.17 0.65 -3.25
C 2.81 2.28 -1.43
O 3.88 0.63 1.88
H -2.57 -5.21 -2.05
H 1.44 -1.09 1.89
C -3.12 -2.09 -0.80
C 2.57 -1.11 -0.71
H -0.33 1.88 2.99
H 2.23 -0.28 -3.61
H -4.25 -3.91 -0.71
C -4.63 2.91 -0.32
H -0.78 -1.28 4.81
H 0.72 -2.18 3.12
C -3.45 3.21 -1.02
Cr 3.69 0.35 -1.15
H -1.23 0.46 4.76
C 2.80 0.50 -3.08
H 4.69 0.00 -3.96
C 4.19 2.42 -1.59
H -3.78 -0.13 0.91
O 1.95 -2.02 -0.31
H 2.25 2.87 -0.70
C -2.40 -4.16 -1.83
C -0.42 -0.27 4.59
H 0.80 1.19 1.78
H -3.89 -1.54 -0.27
H 5.96 1.67 -2.58
C 4.88 1.59 -2.48
C -1.03 -2.18 -1.99
N -0.01 -0.21 3.16
H -1.19 -0.28 0.30
C 1.09 -1.17 2.93
C -1.53 -0.07 -0.70
H 4.73 3.16 -0.99
C -0.32 0.46 -1.36
C -2.63 0.97 -0.54
H -3.29 4.18 -1.49
B -1.34 -0.59 2.53
C -2.46 2.23 -1.14
H -2.03 0.38 2.40
H 1.33 1.38 3.48
C 2.09 1.32 -2.16
C -3.73 0.76 0.28
C -1.26 -3.52 -2.32
C 3.79 0.62 0.71
H -1.36 -1.71 2.15
H 1.91 -0.92 3.61
C 0.72 0.94 -1.76
H -5.72 1.42 0.81
C -3.34 -3.44 -1.08
H -0.54 -4.04 -2.96
C -1.94 -1.46 -1.22
H -0.13 -1.68 -2.34
C 5.07 -0.96 -0.92
H 0.45 -0.03 5.22
```

Values from the calculation:
E_tot = -2393.67541 Eh
<S²> = 2.060
Net charge = +3
Multiplicity = 3
Gap between HOMO and LUMO (alpha / beta) = 0.2357 / 0.1057 Eh

---

No. 2
The following is a quantum chemistry calculation of C27H27BrIMgN5O2 as an isolated structure, from the Open Molecules 2025 dataset.

Structure (XYZ):
```
64
Properties=species:S:1:pos:R:3
C 0.72 3.89 2.54
H -4.25 0.97 1.05
H -0.68 -4.03 0.39
H -1.95 -2.99 -0.24
C -3.22 0.77 1.36
C 4.62 0.87 3.41
N -1.61 -1.06 1.77
H -1.07 3.01 5.25
H -2.08 2.66 -1.19
C -2.96 -0.74 -3.62
H -1.45 -0.63 2.69
H -3.13 -1.12 0.32
C 3.63 1.67 1.36
H -2.18 -3.07 2.21
H 3.99 3.68 0.63
H 2.63 3.37 -1.41
C 2.04 0.28 0.03
H 1.28 1.33 -1.67
H 4.84 2.86 2.69
N -2.25 1.51 0.52
H 0.87 -2.30 0.13
H 4.37 -1.25 3.77
C -0.02 3.08 3.39
H -4.12 0.98 -3.03
H 5.19 1.03 4.32
N -0.05 -2.09 -0.23
C -2.99 -0.74 1.33
H -3.10 1.12 2.38
N -0.30 4.90 4.93
H 1.13 3.47 1.63
C -1.04 -3.00 0.36
Br 1.92 6.36 1.79
H -1.98 2.36 1.00
H -3.73 2.11 -0.90
C -0.32 1.66 3.00
C 3.38 -0.62 2.00
C -1.10 -1.20 -2.21
C 0.40 5.67 4.10
C 4.13 -0.42 3.12
C 2.72 2.57 -0.68
H -1.65 -2.43 -3.87
C -2.67 1.82 -0.83
C 4.41 1.87 2.52
C -2.42 0.65 -1.76
C 3.01 0.41 1.09
C 3.48 2.74 0.43
H 0.55 6.71 4.39
C 0.04 -2.05 -1.69
H -0.46 -2.68 2.41
C -1.88 -1.54 -3.30
H -3.74 -1.22 1.97
C -0.50 3.63 4.57
I 3.00 -2.65 1.55
O -1.06 0.98 3.73
C -1.34 -2.51 1.78
H 0.99 -1.56 -1.92
Mg -0.15 0.02 0.47
O 0.22 1.29 1.91
N -1.35 -0.10 -1.47
C -3.25 0.36 -2.83
C 0.92 5.20 2.91
H 0.03 -3.04 -2.17
C 1.98 1.36 -0.83
H -3.60 -1.00 -4.46
```

Values from the calculation:
E_tot = -4541.26990 Eh
Multiplicity = 1
Gap between HOMO and LUMO = 0.2611 Eh
Energy above the lowest of the compared OMol25 structures with the same formula, charge and spin = 0.577 eV

---

No. 3
The following is a quantum chemistry calculation of C27H27BrN4O4Ti as an isolated structure, from the Open Molecules 2025 dataset.

Structure (XYZ):
```
64
Properties=species:S:1:pos:R:3
C 1.91 -3.38 3.06
C 3.25 0.00 -3.21
C -4.71 -0.27 0.95
H 2.27 -2.94 3.99
C 1.57 -5.26 1.64
C 0.99 -4.45 0.68
H 0.63 -4.86 -0.25
H -2.94 1.00 -3.91
C 0.64 5.06 3.49
Br -0.45 -0.23 -5.59
H -0.85 -0.28 -3.04
N -1.03 0.25 -2.18
C 1.98 -2.14 -2.96
C -2.45 0.36 -1.93
C -5.15 0.54 -1.37
H -6.21 0.61 -1.14
H -5.38 1.19 -3.40
H -5.76 -0.21 1.21
C 0.23 6.05 2.60
H 1.61 -0.80 3.41
H -1.68 -1.12 2.20
H 3.30 -2.21 -0.55
C 0.68 3.75 3.06
C 0.40 1.96 1.32
C -3.33 0.78 -2.92
H 4.18 -0.69 -0.72
C -4.69 0.87 -2.64
H 1.23 -1.75 -3.65
H 4.52 -2.04 -1.82
O -0.43 4.15 -0.40
H 2.49 -5.38 3.59
H 0.19 7.09 2.92
Ti 0.16 -0.38 -0.38
C -4.29 0.11 -0.36
H 1.51 -2.82 -2.25
N -1.96 -0.41 0.27
H -0.64 1.16 -2.42
H 0.91 5.31 4.51
H 2.47 0.37 -3.88
C 2.65 -0.98 -2.21
H 0.99 2.95 3.73
H -0.44 6.48 0.60
H 3.69 0.84 -2.68
C -2.42 -0.77 1.50
H 4.03 -0.48 -3.81
C 1.33 -2.53 2.12
O 0.28 -2.33 -0.02
H -4.02 -1.02 2.87
C 0.34 3.39 1.76
N 0.78 -0.20 1.66
C 1.25 -1.11 2.43
C 3.74 -1.52 -1.27
C -2.89 0.02 -0.65
C -3.74 -0.72 1.87
H 1.67 -6.32 1.44
C 2.04 -4.73 2.85
O 1.71 -0.29 -1.43
O 0.07 1.69 0.10
H -0.36 3.16 -0.51
C -0.07 4.40 0.87
H 2.73 -2.69 -3.54
C -0.12 5.73 1.31
C 0.84 -3.06 0.89
N 0.79 1.09 2.21
```

Values from the calculation:
E_tot = -4988.82318 Eh
<S²> = 2.024
Net charge = -2
Multiplicity = 3
Gap between HOMO and LUMO (alpha / beta) = 0.1524 / 0.2538 Eh
Energy above the lowest of the compared OMol25 structures with the same formula, charge and spin = 0.000 eV

---

No. 4
The following is a quantum chemistry calculation of C27H27Cl2N2OTc as an isolated structure, from the Open Molecules 2025 dataset.

Structure (XYZ):
```
60
Properties=species:S:1:pos:R:3
H 3.51 -2.88 1.53
C 0.67 -1.45 2.81
H 0.10 1.84 3.39
C -1.86 -2.57 1.30
C 3.28 1.41 -2.66
H -2.64 -3.26 0.94
Tc -0.47 0.66 1.04
H -0.34 -3.42 -1.90
C -1.09 -0.48 -1.74
Cl 3.67 -4.77 3.63
C -0.50 -0.31 -3.11
H -0.06 3.17 2.14
C -1.60 -1.52 0.27
H -0.98 -3.17 1.52
H -0.93 5.24 -1.62
H 4.15 1.15 -3.25
N -0.05 2.27 -0.36
H -4.37 -0.74 0.32
C 2.54 -3.50 3.30
H 1.39 -3.88 5.08
H 2.88 3.20 -3.75
C 1.82 0.86 -0.82
C 1.76 -1.67 1.92
C -2.00 0.33 -1.14
C -0.30 2.15 2.43
H 0.06 -1.19 -3.42
N 1.35 0.11 0.30
C 0.58 -2.26 3.96
C 2.68 -2.71 2.20
H -3.64 1.14 -2.23
H 1.03 -2.35 -1.65
H -4.05 0.96 0.64
H -3.03 2.22 -0.99
H 0.18 0.55 -3.16
C -0.82 -1.63 -0.84
H -2.21 -2.14 2.24
C 0.11 -2.73 -1.18
H 0.99 4.75 -3.14
C -0.35 4.34 -1.52
H 2.97 -1.15 0.27
C 0.70 4.06 -2.35
C -2.73 1.49 -1.74
H -0.24 -2.08 4.64
C 2.05 -0.88 0.78
H 0.39 -3.31 -0.30
H -2.13 2.00 -2.50
C 1.45 2.87 -2.16
C 1.48 -3.26 4.20
C 1.05 2.01 -1.13
H -1.28 -0.15 -3.85
Cl -2.08 1.98 2.50
C 2.92 0.57 -1.59
H -1.54 3.58 0.12
C -0.69 3.40 -0.53
C 2.58 2.54 -2.95
O -0.25 -0.55 2.64
H 3.53 -0.30 -1.40
H -3.68 -0.26 1.87
C -2.31 -0.23 0.20
C -3.67 -0.05 0.80
```

Values from the calculation:
E_tot = -2230.81065 Eh
<S²> = 0.779
Net charge = +1
Multiplicity = 2
Gap between HOMO and LUMO (alpha / beta) = 0.2334 / 0.2494 Eh
Energy above the lowest of the compared OMol25 structures with the same formula, charge and spin = 1.181 eV

---

No. 5
The following is a quantum chemistry calculation of a 9-piece molecular cluster, C27H27F13N2O28S overall at a distorted geometry, from the Open Molecules 2025 dataset.

Structure (XYZ):
```
98
Properties=species:S:1:pos:R:3
H 5.38 -1.16 -4.48
C -7.66 4.38 -0.40
F 1.41 1.35 2.68
C 5.22 -1.13 -1.30
O -4.58 2.05 1.79
H 7.05 0.06 -1.42
C -5.02 0.75 3.62
O 3.41 1.57 -6.18
C 1.08 -3.36 -5.04
H 1.99 -3.49 -5.62
H 4.64 -0.26 -1.60
F -1.07 2.39 2.07
C -8.19 4.40 1.79
H 1.75 -1.37 -4.42
H 9.28 -5.30 -6.93
F 0.08 -1.27 -5.51
C -4.11 0.80 1.57
H 4.67 -1.66 -0.52
O 2.45 1.23 -0.67
F -5.49 3.07 3.60
H -6.91 6.33 0.28
F 6.71 -0.57 0.45
C -7.17 0.33 6.43
H 8.62 -3.97 -4.99
O 4.99 0.84 -4.74
O -1.23 2.28 6.07
C -7.28 2.05 7.83
H -9.23 1.15 8.15
C 8.34 -5.56 -6.44
C 0.59 -1.80 0.44
F 6.96 -0.01 -4.04
H 7.16 -4.93 -4.73
O 3.05 -0.15 1.07
F 1.77 0.97 7.11
O 6.01 -4.00 -8.31
C -7.85 5.80 0.08
O -6.70 -0.50 5.72
F 8.45 -6.77 -5.85
N -1.35 -1.29 -0.69
O -8.42 0.85 6.27
H -6.76 4.25 -0.99
O 1.23 -2.32 1.25
O 7.14 -3.39 -2.95
H 0.24 -3.76 -5.62
H -9.25 2.57 7.08
F -1.01 1.49 0.19
C 6.69 -2.55 -2.25
F -7.22 2.24 9.18
C 0.96 1.49 1.46
O -8.38 4.04 2.90
H -1.53 -1.65 -1.61
H -2.17 -0.89 -0.26
O 1.07 -0.73 -0.39
C 0.84 -1.94 -4.62
O -8.55 5.62 1.29
O -0.10 0.35 6.01
O -6.54 0.89 7.50
O 0.12 -2.10 -3.41
H -0.11 2.47 7.80
O 5.44 -2.03 -2.41
H -5.81 0.21 4.13
H 7.09 0.40 -6.51
O 0.30 -3.61 -1.75
O -3.50 0.48 0.60
C 5.88 -0.26 -4.83
C -8.67 1.70 7.38
H -0.66 -3.15 -0.27
H -4.25 1.03 4.35
O -7.57 3.66 0.83
O 1.15 -4.04 -3.78
C 6.26 -0.27 -6.29
C 0.86 1.38 6.20
C 6.62 -0.79 -0.88
H -8.52 4.02 -0.97
C 6.72 -4.39 -7.45
O -4.42 -0.04 2.58
F -8.61 6.52 -0.78
H -6.53 1.81 2.43
O -2.23 0.42 5.29
C 0.50 -3.28 -2.88
C -1.29 0.96 5.74
F 1.22 2.72 1.11
C -5.53 1.94 2.85
O 7.07 -3.66 -6.36
S 1.96 0.38 0.34
O 5.06 0.22 -6.90
C 4.39 0.94 -5.97
H -6.84 2.91 7.33
O 7.30 -5.62 -7.42
C 7.82 -4.51 -5.49
F -1.02 0.31 1.99
H 6.50 -1.27 -6.65
C 0.02 2.52 6.71
H 1.36 1.58 5.25
H 0.42 3.49 6.45
O 7.34 -1.97 -1.21
N -0.71 -2.23 0.17
C -0.58 1.36 1.40
```

Values from the calculation:
E_tot = -4957.79149 Eh
Multiplicity = 1
Gap between HOMO and LUMO = 0.3490 Eh

---

No. 6
The following is a quantum chemistry calculation of C27H27GeMnOS3 as an isolated structure at a distorted geometry, from the Open Molecules 2025 dataset.

Structure (XYZ):
```
60
Properties=species:S:1:pos:R:3
H 3.21 -10.53 19.19
H 4.39 -1.16 19.91
H 1.05 0.65 16.82
C 0.38 -2.46 15.67
H 7.85 -3.73 17.84
C 5.02 -7.91 17.52
H 8.48 -5.69 21.64
H 4.06 -10.38 16.38
C 7.85 -5.17 20.89
H 4.77 -11.39 17.70
C 5.24 -1.14 17.26
C 1.80 -1.18 17.62
H 3.80 3.14 20.05
S 2.93 -3.56 18.66
C 5.78 -4.06 20.42
C 3.45 -9.79 18.42
H 5.02 -5.21 16.46
H 5.65 -7.04 17.67
O 3.12 -7.21 19.34
H 6.28 -4.96 22.33
C 0.36 -1.04 15.74
C 4.64 2.44 18.25
C 5.77 0.43 15.40
H 6.26 -9.45 16.45
H 3.73 0.92 21.14
S 0.75 -5.02 16.59
H 4.52 3.43 17.84
C 4.53 -0.13 19.46
C 6.24 -3.65 19.20
H 2.54 -9.55 17.89
C 4.15 0.98 20.11
S 4.23 -8.30 19.12
C 8.28 -4.82 19.64
H -0.18 -0.46 15.02
C 5.42 1.50 16.18
C 1.01 -3.24 16.64
C 5.02 0.03 18.11
H 9.23 -5.08 19.32
C 0.99 -0.42 16.75
H -0.19 -3.09 14.95
H 5.78 -3.97 15.40
C 6.60 -4.73 21.33
Ge 5.09 -2.98 17.80
H 4.84 -3.70 20.77
H 2.35 -0.55 18.23
C 1.90 -2.55 17.56
C 5.11 1.31 17.51
C 5.67 -9.30 17.33
H 6.34 -9.46 18.15
C 5.70 -0.91 15.99
H 5.94 -1.68 15.30
C 5.04 -4.11 16.19
Mn 2.39 -5.77 18.11
H 4.15 -7.62 16.93
H 4.09 -3.88 15.73
C 4.50 -10.32 17.40
H 5.47 2.47 15.75
C 4.19 2.28 19.56
C 7.52 -3.99 18.85
H 5.96 0.57 14.33
```

Values from the calculation:
E_tot = -5542.56821 Eh
<S²> = 8.760
Net charge = +1
Multiplicity = 6
Gap between HOMO and LUMO (alpha / beta) = 0.2885 / 0.2603 Eh
Energy above the lowest of the compared OMol25 structures with the same formula, charge and spin = 0.611 eV

---

No. 7
The following is a quantum chemistry calculation of an isolated ion of composition C27H27N2S3 and charge +1 at a distorted geometry, from the Open Molecules 2025 dataset.

Structure (XYZ):
```
59
Properties=species:S:1:pos:R:3
H 3.27 0.32 1.11
C -2.46 -0.29 4.20
C 2.05 -2.10 2.10
H 2.08 -0.71 -3.06
C -0.19 0.64 3.53
C -0.06 -1.58 -0.16
C 0.40 -4.95 0.28
C 6.19 -0.79 2.39
H 4.06 -3.28 3.37
H 1.84 -2.56 3.07
H 0.69 -5.54 -1.75
H -0.45 1.45 2.83
H -4.22 0.92 6.92
C -0.05 -0.93 -3.32
C -3.36 -1.27 3.79
H 3.63 -2.82 -0.17
H 1.54 -0.56 3.94
S -2.68 -2.16 2.42
C 4.42 -2.38 2.88
S -1.58 -0.97 -0.90
H -0.05 -1.39 -4.32
H -5.83 -0.79 6.09
C 1.09 -0.91 1.89
C 5.77 -1.99 2.99
H 0.08 -2.69 -0.26
H -2.03 1.24 5.74
H 5.58 0.99 1.32
C 1.86 -3.19 1.08
H 1.83 0.81 2.84
C 2.21 -4.16 -1.11
H 1.58 -0.38 1.03
H -0.08 0.16 -3.47
C -2.73 0.49 5.33
H -2.16 -0.85 -3.02
H -1.44 -2.49 -2.80
H 0.38 -4.11 2.34
H 7.26 -0.48 2.47
H -0.46 -5.59 0.47
C -4.87 -0.64 5.58
N -0.28 -1.12 1.39
S 1.31 -0.71 -0.93
C 1.13 0.01 3.10
C -1.32 -1.11 2.29
C 3.93 -0.36 1.63
C -3.94 0.33 6.02
C 2.66 -3.33 -0.06
C -4.56 -1.47 4.47
H 6.47 -2.64 3.51
N -1.27 -0.34 3.41
C 1.06 -4.93 -0.94
H 2.77 -4.21 -2.04
H 1.46 -2.42 -2.77
H -0.16 0.96 4.58
C -1.31 -1.41 -2.61
C 1.27 -1.34 -2.63
C 0.82 -4.12 1.33
C 5.27 0.04 1.75
H -5.22 -2.28 4.13
C 3.51 -1.57 2.20
```

Values from the calculation:
E_tot = -2348.87485 Eh
Net charge = +1
Multiplicity = 1
Gap between HOMO and LUMO = 0.2888 Eh

---

- Which value of E_tot does entry 2 give?
  -4541.26990 Eh

---

- What is the formula in the sixth record?
  C27H27GeMnOS3